1.
Below is a structure of composition C23H21BBrN7OPtS2, with properties calculated with ωB97M-V/def2-TZVPD.

```
57
Properties=species:S:1:pos:R:3:lowdin_charge:R:1
Pt -0.43 -0.53 -0.36 0.68
C -1.82 -3.61 -2.01 -0.02
N -2.84 -2.99 -1.18 -0.11
C -4.16 -2.83 -1.52 -0.03
C -4.77 -2.25 -0.46 -0.05
N -3.82 -2.06 0.52 -0.03
B -4.14 -1.60 1.96 -0.43
N -3.39 -0.24 2.29 0.01
C -3.36 0.20 3.59 -0.05
C -2.66 1.35 3.64 -0.03
N -2.26 1.62 2.35 -0.12
C -1.40 2.71 1.94 -0.03
C -2.71 0.63 1.54 -0.65
S -2.41 0.66 -0.17 0.60
C -2.65 -2.51 0.06 -0.72
S -1.11 -2.40 0.86 0.63
H -2.21 -3.68 -3.03 0.05
H -1.58 -4.60 -1.64 0.10
H -0.92 -3.00 -2.00 0.07
H -4.54 -3.14 -2.49 0.12
H -5.78 -1.94 -0.32 0.12
H -5.33 -1.43 2.04 0.07
H -3.72 -2.40 2.75 0.07
H -3.83 -0.37 4.37 0.13
H -2.40 2.00 4.46 0.12
H -1.20 3.33 2.81 0.09
H -1.88 3.30 1.17 0.08
H -0.46 2.32 1.55 0.08
Br -3.27 -4.53 -5.84 0.74
C -1.58 -3.73 -6.14 -0.69
C -1.45 -2.74 -7.09 -0.12
C -0.21 -2.13 -7.27 -0.04
C 0.87 -2.48 -6.46 -0.29
C 0.73 -3.51 -5.53 -0.01
C -0.49 -4.14 -5.38 -0.13
N 2.15 -1.92 -6.77 0.07
N 2.94 -1.58 -5.88 0.08
C 2.52 -1.44 -4.53 -0.26
C 3.34 -1.99 -3.56 -0.02
C 2.99 -1.99 -2.21 0.01
C 1.85 -1.33 -1.78 -0.37
O 1.46 -1.29 -0.54 -0.25
C 1.11 -0.59 -2.76 -0.15
N 0.10 0.21 -2.28 -0.05
C -0.65 0.88 -3.12 -0.13
C -0.43 0.85 -4.51 -0.03
C 0.59 0.10 -5.01 0.01
C 1.39 -0.67 -4.14 -0.10
H -2.29 -2.45 -7.70 0.10
H -0.07 -1.38 -8.03 0.12
H 1.57 -3.82 -4.93 0.12
H -0.60 -4.96 -4.67 0.10
H 4.23 -2.50 -3.88 0.12
H 3.62 -2.48 -1.47 0.12
H -1.43 1.51 -2.69 0.09
H -1.06 1.45 -5.15 0.11
H 0.79 0.11 -6.07 0.11
```

Results
LUMO level in eV: -0.4
Kohn-Sham gap in eV: 7.024
F_max in Eh/bohr: 0.01152
ΔE to the lowest compared entry with this formula, charge and spin in kJ/mol: 0.0



2.
Below is a structure of composition C23H21Cl2N6O3RuS in a non-equilibrium geometry, with properties calculated with ωB97M-V/def2-TZVPD.

```
57
Properties=species:S:1:pos:R:3:mulliken_spin:R:1
Ru 0.19 0.19 0.63 3.55
O -2.34 -0.10 0.25 0.01
C -2.73 -1.48 0.02 0.03
C -1.46 -2.35 -0.15 0.01
O -1.57 -3.56 -0.16 0.02
O -0.37 -1.68 -0.35 0.07
C -3.47 -1.55 -1.32 -0.01
C -3.27 -0.57 -2.27 0.00
C -3.86 -0.67 -3.53 0.00
C -4.64 -1.77 -3.85 0.00
C -4.83 -2.77 -2.90 0.00
C -4.25 -2.66 -1.64 0.00
C -3.57 -1.93 1.21 -0.02
C -2.96 -2.48 2.33 0.03
C -3.70 -2.76 3.47 -0.01
C -5.07 -2.49 3.50 0.00
C -5.68 -1.95 2.38 0.00
C -4.94 -1.67 1.24 0.00
H -2.83 0.21 1.02 -0.01
H -2.66 0.29 -2.02 0.00
H -3.69 0.11 -4.27 0.00
H -5.10 -1.86 -4.82 0.00
H -5.43 -3.64 -3.13 0.00
H -4.37 -3.46 -0.92 0.00
H -1.90 -2.68 2.33 0.01
H -3.21 -3.18 4.33 0.00
H -5.65 -2.71 4.39 0.00
H -6.75 -1.73 2.39 0.00
H -5.42 -1.24 0.38 0.00
Cl -1.06 2.68 -0.92 0.02
C -0.21 2.21 -2.41 -0.01
Cl 0.31 0.53 -2.36 0.02
H 0.66 2.84 -2.52 0.00
H -0.91 2.32 -3.23 0.00
N 2.20 -2.29 -0.94 0.00
C 3.01 -1.34 -0.50 -0.01
N 4.33 -1.50 -0.69 0.00
C 5.09 -0.50 -0.26 0.00
N 6.42 -0.60 -0.47 0.00
N 4.65 0.62 0.35 0.00
C 3.35 0.68 0.49 -0.03
N 2.47 -0.22 0.08 0.06
C 2.80 1.88 1.21 0.04
C 3.64 2.67 1.96 0.00
C 3.10 3.71 2.70 0.01
C 1.73 3.90 2.66 0.01
C 0.97 3.06 1.87 -0.01
N 1.49 2.07 1.15 0.06
H 2.64 -3.14 -1.27 0.00
H 1.19 -2.30 -0.72 -0.01
H 6.79 -1.46 -0.82 0.00
H 7.02 0.09 -0.06 0.00
H 4.70 2.46 1.96 0.00
H 3.73 4.35 3.30 0.00
H 1.25 4.69 3.22 0.00
H -0.11 3.17 1.82 -0.01
S 0.06 -0.35 2.76 1.18
```

Results
LUMO level (spin up / spin down) in eV: -0.3 / -0.5
Kohn-Sham gap (spin up / spin down) in eV: 6.511 / 7.631
Spin multiplicity: 6
F_max in Eh/bohr: 0.02365



3.
Below is a structure of composition C23H21Cl3GaO2P in a non-equilibrium geometry, with properties calculated with ωB97M-V/def2-TZVPD.

```
51
Properties=species:S:1:pos:R:3:lowdin_charge:R:1
Ga 0.57 -2.05 0.29 0.39
C 0.23 0.11 -3.68 -0.06
C 0.37 1.42 -2.94 -0.26
C 0.55 2.59 -3.70 -0.04
C 0.68 3.84 -3.09 -0.08
C 0.63 3.93 -1.71 -0.08
C 0.45 2.78 -0.94 -0.08
C 0.32 1.51 -1.53 -0.28
P 0.06 0.01 -0.50 1.05
C 0.66 0.47 1.16 -0.35
C 2.07 0.38 1.28 -0.21
C 2.74 0.69 2.46 -0.17
C 2.02 1.09 3.57 -0.06
C 0.63 1.18 3.49 -0.03
C -0.06 0.88 2.30 -0.24
C -1.56 1.05 2.34 -0.04
C -1.72 -0.24 -0.50 -0.33
C -2.65 0.74 -0.90 -0.08
C -4.02 0.47 -0.93 -0.08
C -4.49 -0.79 -0.57 -0.07
C -3.59 -1.78 -0.19 -0.03
C -2.21 -1.51 -0.16 -0.33
C -1.30 -2.58 0.26 -0.17
H 0.36 0.25 -4.76 0.08
H -0.76 -0.31 -3.53 0.08
H 1.00 -0.60 -3.35 0.08
H 0.58 2.54 -4.79 0.11
H 0.81 4.73 -3.70 0.11
H 0.73 4.90 -1.22 0.11
H 0.42 2.90 0.14 0.11
H 2.68 0.07 0.43 0.09
H 3.83 0.62 2.51 0.10
H 2.53 1.33 4.50 0.11
H 0.08 1.50 4.38 0.11
H -1.89 1.47 3.30 0.08
H -2.06 0.08 2.24 0.09
H -1.89 1.75 1.57 0.08
H -2.32 1.73 -1.19 0.11
H -4.71 1.25 -1.23 0.10
H -5.56 -1.00 -0.59 0.11
H -3.97 -2.76 0.08 0.12
H -1.35 -3.57 -0.37 0.12
H -1.54 -2.98 1.34 0.12
Cl 3.36 -2.02 2.13 0.68
C 3.41 -3.51 1.10 -1.37
Cl 4.87 -4.45 1.59 0.58
Cl 3.64 -3.01 -0.62 0.59
C 2.07 -4.31 1.26 -0.68
O 2.15 -5.50 1.69 0.01
O 1.01 -3.70 0.93 -0.10
H 2.13 -1.62 0.32 -0.10
```

Results
LUMO level in eV: -0.3
Kohn-Sham gap in eV: 7.629
F_max in Eh/bohr: 0.08986



4.
Below is a structure of composition C23H21Cl5FeN2OSSe3 in a non-equilibrium geometry, with properties calculated with ωB97M-V/def2-TZVPD.

```
57
Properties=species:S:1:pos:R:3:mulliken_spin:R:1
Fe -1.04 1.17 0.51 3.61
Cl 3.56 6.19 3.81 0.06
C 3.57 4.85 2.74 0.27
C 2.54 3.94 2.69 -0.04
Cl 1.37 4.10 3.89 -0.01
C 2.46 3.01 1.65 0.24
Cl 1.04 1.90 1.58 0.03
C 3.48 2.90 0.66 0.04
O 3.50 2.18 -0.33 0.30
C 4.70 3.76 0.91 0.20
Cl 5.92 3.42 -0.19 0.05
C 4.70 4.71 1.89 -0.08
Cl 6.05 5.75 1.95 -0.01
C -1.53 1.20 4.18 0.01
Se -1.16 -0.21 2.82 0.03
C -3.07 -0.76 2.47 0.01
C -4.05 0.36 2.22 0.00
Se -3.62 1.45 0.66 0.07
C -4.00 0.16 -0.82 0.01
H -0.87 0.93 5.05 0.00
H -2.56 1.12 4.43 0.00
H -1.19 2.13 3.68 0.00
H -3.31 -1.36 3.35 0.00
H -3.16 -1.47 1.60 -0.01
H -4.21 1.06 3.09 0.00
H -5.03 -0.06 1.87 0.00
H -5.00 0.36 -1.22 0.00
H -3.97 -0.90 -0.43 0.00
H -3.31 0.33 -1.67 0.00
Se -1.24 3.28 -0.83 0.09
C -0.66 2.39 -2.30 0.00
N -0.29 1.73 -3.19 0.01
N -0.52 -0.13 -0.72 0.06
S -0.21 -1.72 -0.37 0.03
C -1.14 -2.48 -1.75 0.00
C -1.52 -3.78 -1.39 0.00
C -2.19 -4.58 -2.32 0.00
C -2.47 -4.10 -3.57 0.00
C -2.08 -2.79 -3.93 0.00
C -1.47 -1.97 -2.99 0.01
C 1.39 -1.73 -1.00 0.00
C 2.13 -0.61 -1.39 0.00
C 3.55 -0.69 -1.30 0.00
C 4.15 -1.89 -1.15 0.00
C 3.38 -3.07 -1.18 0.00
C 1.99 -2.98 -1.15 0.00
H -0.18 0.01 -1.68 -0.01
H -1.21 -4.12 -0.39 0.00
H -2.60 -5.58 -1.97 0.00
H -3.03 -4.74 -4.31 0.00
H -2.47 -2.49 -4.89 0.00
H -1.30 -0.89 -3.17 0.00
H 1.74 0.33 -1.62 0.01
H 4.05 0.25 -1.31 0.00
H 5.24 -1.98 -1.01 0.00
H 3.84 -4.00 -1.17 0.00
H 1.35 -3.87 -0.99 0.00
```

Results
LUMO level (spin up / spin down) in eV: -2.6 / -5.3
Total charge: +1
Kohn-Sham gap (spin up / spin down) in eV: 7.939 / 5.390
Spin multiplicity: 6
F_max in Eh/bohr: 0.08271



5.
Below is a structure of composition C23H21F6HoN3O4S2Sb in a non-equilibrium geometry, with properties calculated with ωB97M-V/def2-TZVPD.

```
61
Properties=species:S:1:pos:R:3:mulliken_spin:R:1
Ho -0.56 0.07 0.76 4.09
C 2.54 -1.38 1.03 0.00
N 2.01 -0.51 -0.04 0.00
C 2.03 -1.28 -1.31 0.01
C 1.17 -0.71 -2.41 0.01
N -0.27 -0.86 -2.13 -0.01
C -1.05 0.06 -2.96 0.01
C -0.69 -2.23 -2.37 0.00
C -0.85 -2.68 -3.68 0.00
C -1.24 -3.98 -3.96 0.00
C -1.48 -4.85 -2.90 0.00
C -1.32 -4.42 -1.60 0.00
C -0.91 -3.11 -1.30 0.00
S -0.69 -2.69 0.38 0.00
C 2.80 0.70 -0.16 0.06
C 4.17 0.66 0.03 -0.07
C 4.95 1.80 -0.05 0.13
C 4.37 3.03 -0.34 -0.06
C 3.02 3.09 -0.58 0.10
C 2.21 1.94 -0.50 0.06
S 0.54 2.14 -0.82 0.69
H 3.48 -1.85 0.74 0.00
H 1.81 -2.17 1.21 0.00
H 2.67 -0.80 1.94 0.00
H 1.67 -2.29 -1.06 0.00
H 3.06 -1.37 -1.66 0.00
H 1.43 -1.21 -3.36 0.00
H 1.38 0.35 -2.54 0.00
H -2.11 -0.14 -2.81 0.00
H -0.81 -0.02 -4.03 0.00
H -0.86 1.09 -2.66 -0.01
H -0.66 -2.01 -4.50 0.00
H -1.37 -4.30 -4.98 0.00
H -1.80 -5.87 -3.10 0.00
H -1.50 -5.09 -0.77 0.00
H 4.65 -0.28 0.27 0.00
H 6.02 1.73 0.12 0.01
H 4.98 3.93 -0.38 0.00
H 2.54 4.03 -0.81 0.00
O -4.64 0.90 -0.60 0.00
C -3.52 0.89 -0.11 0.00
O -2.54 0.11 -0.39 -0.01
C -3.18 1.94 0.94 0.00
C -4.09 2.72 1.62 0.00
C -3.61 3.61 2.59 0.00
C -2.25 3.69 2.84 0.00
C -1.41 2.85 2.13 -0.01
N -1.88 2.02 1.21 -0.03
C 0.08 2.69 2.37 0.00
O 0.75 3.64 2.72 0.00
O 0.48 1.48 2.13 0.01
H -5.14 2.62 1.41 0.00
H -4.30 4.21 3.16 0.00
H -1.83 4.35 3.60 0.00
F -2.17 -0.58 2.37 0.00
Sb -1.17 -0.87 4.03 0.00
F 0.27 -1.08 2.71 0.00
F -1.23 0.97 4.30 0.00
F 0.10 -1.03 5.38 0.00
F -2.74 -0.97 5.05 0.00
F -1.31 -2.73 3.85 0.00
```

Results
LUMO level (spin up / spin down) in eV: 2.2 / -0.7
Total charge: -1
Kohn-Sham gap (spin up / spin down) in eV: 6.718 / 3.810
Spin multiplicity: 6
F_max in Eh/bohr: 0.04360
ΔE to the lowest compared entry with this formula, charge and spin in kJ/mol: 0.0



6.
Below is a structure of composition C23H21MnN6O2S, with properties calculated with ωB97M-V/def2-TZVPD.

```
54
Properties=species:S:1:pos:R:3:mulliken_spin:R:1
Mn -0.43 -0.06 0.75 1.06
O 1.33 0.75 1.35 0.00
C 1.96 0.34 2.38 -0.01
C 3.38 0.48 2.43 0.00
C 4.12 0.05 3.51 0.00
C 3.50 -0.52 4.63 0.00
C 2.13 -0.63 4.63 0.00
C 1.34 -0.23 3.54 0.01
C -0.09 -0.33 3.67 0.00
N -0.92 -0.13 2.72 -0.02
C -2.35 -0.23 3.01 0.01
C -3.13 0.09 1.73 -0.01
N -2.42 -0.58 0.67 -0.02
C -2.92 -1.61 0.11 0.00
C -2.12 -2.61 -0.56 -0.01
C -2.69 -3.47 -1.51 0.00
C -2.00 -4.54 -2.03 0.00
C -0.71 -4.81 -1.53 0.00
C -0.14 -4.01 -0.57 0.00
C -0.80 -2.85 -0.06 0.01
O -0.24 -2.12 0.83 0.01
H 3.86 0.92 1.56 0.00
H 5.20 0.17 3.49 0.00
H 4.09 -0.85 5.48 0.00
H 1.62 -1.05 5.50 0.00
H -0.47 -0.57 4.67 0.00
H -2.64 0.46 3.81 0.00
H -2.59 -1.25 3.32 0.00
H -3.11 1.17 1.54 0.00
H -4.17 -0.25 1.81 0.00
H -3.99 -1.81 0.24 0.00
H -3.71 -3.26 -1.85 0.00
H -2.45 -5.18 -2.78 0.00
H -0.16 -5.66 -1.91 0.00
H 0.85 -4.22 -0.18 0.00
N -2.33 2.31 -2.28 0.00
C -1.43 1.61 -1.50 0.00
S -1.16 2.17 0.11 0.00
N -0.88 0.58 -2.08 0.01
N -0.01 -0.12 -1.27 -0.02
C 0.81 -0.82 -1.97 -0.01
C 1.90 -1.67 -1.48 0.00
C 2.38 -2.66 -2.34 0.00
C 3.39 -3.50 -1.92 0.00
C 3.89 -3.33 -0.63 0.00
C 3.37 -2.30 0.14 0.00
N 2.41 -1.49 -0.26 0.00
H -2.49 3.26 -1.99 0.00
H -2.20 2.18 -3.27 0.00
H 0.68 -0.79 -3.05 0.00
H 1.94 -2.77 -3.33 0.00
H 3.77 -4.28 -2.56 0.00
H 4.68 -3.97 -0.25 0.00
H 3.75 -2.12 1.14 0.00
```

Results
LUMO level (spin up / spin down) in eV: 3.1 / 3.1
Total charge: -1
Kohn-Sham gap (spin up / spin down) in eV: 6.848 / 6.349
Spin multiplicity: 2
F_max in Eh/bohr: 0.00847
ΔE to the lowest compared entry with this formula, charge and spin in kJ/mol: 0.0



7.
Below is the molecule C23H21N3O4S in a non-equilibrium geometry, with properties calculated with ωB97M-V/def2-TZVPD.

```
52
Properties=species:S:1:pos:R:3:lowdin_charge:R:1
C -1.66 3.31 5.65 -0.08
O -1.32 2.07 5.07 -0.08
C -0.60 2.05 3.92 -0.27
C -0.14 3.20 3.26 -0.02
C 0.57 3.07 2.09 -0.01
C 0.85 1.82 1.54 -0.16
C 1.52 1.63 0.30 0.04
C 1.71 0.41 -0.24 -0.12
C 2.24 0.21 -1.63 -0.13
N 1.16 -0.12 -2.53 -0.22
C 0.14 0.87 -2.75 -0.14
C -0.84 0.96 -1.62 -0.18
C -1.34 -0.18 -1.00 -0.02
C -2.21 -0.05 0.07 -0.05
C -2.55 1.23 0.49 -0.16
N -2.10 2.32 -0.10 0.07
C -1.27 2.19 -1.12 -0.12
S 1.43 -1.30 -3.69 0.69
O 0.60 -0.99 -4.82 -0.29
O 2.85 -1.43 -3.89 -0.28
C 0.81 -2.78 -2.91 -0.28
C 1.67 -3.61 -2.22 -0.07
C 1.17 -4.73 -1.59 -0.07
C -0.19 -5.01 -1.65 -0.07
C -1.04 -4.18 -2.36 -0.07
C -0.54 -3.06 -3.00 -0.08
C 1.28 -0.79 0.47 -0.42
O 1.43 -1.94 0.08 0.08
N 0.66 -0.56 1.68 0.18
C 0.39 0.67 2.22 -0.19
C -0.32 0.80 3.40 0.06
H -2.27 3.91 4.97 0.10
H -2.24 3.07 6.54 0.09
H -0.77 3.87 5.94 0.10
H -0.35 4.18 3.64 0.10
H 0.92 3.95 1.57 0.12
H 1.85 2.51 -0.24 0.13
H 2.93 -0.63 -1.67 0.12
H 2.76 1.12 -1.97 0.14
H -0.37 0.57 -3.67 0.12
H 0.60 1.86 -2.92 0.14
H -1.03 -1.16 -1.35 0.10
H -2.61 -0.92 0.57 0.11
H -3.21 1.38 1.33 0.10
H -0.93 3.11 -1.57 0.12
H 2.72 -3.36 -2.19 0.12
H 1.83 -5.38 -1.03 0.11
H -0.58 -5.88 -1.16 0.10
H -2.10 -4.41 -2.42 0.11
H -1.17 -2.40 -3.58 0.11
H 0.35 -1.38 2.18 0.17
H -0.68 -0.08 3.93 0.13
```

Results
LUMO level in eV: 0.1
SMILES: COc1ccc2cc(CN(Cc3cccnc3)S(=O)(=O)c3ccccc3)c(=O)[nH]c2c1
Kohn-Sham gap in eV: 8.426
F_max in Eh/bohr: 0.02027
ΔE to the lowest compared entry with this formula, charge and spin in kJ/mol: 91.4



8.
Below is a structure of composition C23H21N3O5PPdS, with properties calculated with ωB97M-V/def2-TZVPD.

```
55
Properties=species:S:1:pos:R:3:lowdin_charge:R:1
Pd 0.97 -0.65 0.79 0.74
C 3.24 -0.31 4.91 -0.03
C 2.64 -0.51 3.55 -0.29
N 1.89 0.35 2.98 -0.01
O 1.64 1.50 3.72 -0.06
C 2.87 -1.78 2.84 -0.29
C 3.80 -2.83 3.36 -0.06
N 2.20 -2.03 1.74 -0.26
O 2.27 -3.17 1.17 -0.18
H 2.60 0.34 5.50 0.07
H 4.22 0.18 4.83 0.09
H 3.38 -1.26 5.42 0.07
H 0.86 1.84 3.25 0.06
H 4.64 -2.38 3.90 0.07
H 4.18 -3.40 2.51 0.07
H 3.31 -3.54 4.03 0.08
O -0.79 1.38 2.11 -0.36
S -1.54 0.15 2.34 0.45
O -2.26 0.10 3.58 -0.30
O -0.74 -1.07 2.06 -0.43
C -2.71 0.11 1.00 -0.26
C -4.07 0.02 1.29 -0.05
C -5.00 0.02 0.26 -0.08
C -4.58 0.12 -1.05 -0.08
C -3.22 0.19 -1.34 -0.08
C -2.27 0.19 -0.32 -0.30
P -0.48 0.23 -0.78 1.04
C -0.25 1.89 -1.48 -0.33
C 0.91 2.16 -2.19 -0.09
C 1.13 3.43 -2.70 -0.08
C 0.20 4.44 -2.49 -0.10
C -0.94 4.18 -1.76 -0.09
C -1.17 2.91 -1.25 -0.08
C -0.44 -0.88 -2.23 -0.34
C -0.69 -0.43 -3.53 -0.10
C -0.68 -1.33 -4.59 -0.09
C -0.42 -2.67 -4.36 -0.09
C -0.16 -3.11 -3.08 -0.07
C -0.16 -2.22 -2.01 -0.08
H -4.36 -0.04 2.33 0.11
H -6.05 -0.04 0.49 0.10
H -5.30 0.13 -1.86 0.10
H -2.90 0.25 -2.37 0.10
H 1.66 1.39 -2.33 0.08
H 2.04 3.64 -3.25 0.10
H 0.38 5.44 -2.88 0.10
H -1.66 4.97 -1.57 0.10
H -2.07 2.72 -0.67 0.10
H -0.88 0.62 -3.72 0.10
H -0.87 -0.97 -5.60 0.10
H -0.41 -3.37 -5.19 0.10
H 0.08 -4.16 -2.89 0.10
H 0.10 -2.57 -1.02 0.09
N 3.34 0.06 -1.08 -0.02
C 2.48 -0.25 -0.37 -0.42
```

Results
LUMO level in eV: 2.6
Total charge: -1
Kohn-Sham gap in eV: 6.935
F_max in Eh/bohr: 0.00973
ΔE to the lowest compared entry with this formula, charge and spin in kJ/mol: 0.0



> F_max of number 2 (C23H21Cl2N6O3RuS)?

0.02365 Eh/bohr



> Which of these has the lowest F_max?

C23H21MnN6O2S



> The lowest F_max belongs to which entry?

C23H21MnN6O2S



> What is the formula in the sixth record?

C23H21MnN6O2S